C55H145N11O17 | wB97M-V/def2-TZVPD

Results
E in eV: -110565.0362
HOMO-LUMO gap in eV: 8.842
Structure (SMILES): COC[C@H](C)N.COC[C@H](C)N.COC[C@H](C)N.COC[C@H](C)N.COC[C@H](C)N.COC[C@H](C)N.COCCNCCOC.COCCNCCOC.COCCNCCOC.COCCNCCOC.COCCNCCOC.CO
M in Da: 1232.8
Relative energy (zero: lowest compared OMol25 entry of this formula, charge and spin) in kcal/mol: 145.2
Net charge: 0

```
228
Properties=species:S:1:pos:R:3:forces:R:3
H -2.5244 7.0034 -0.3983 0.006 0.050 -0.137
C -0.1802 2.5589 11.9730 0.139 0.305 0.639
H 6.9335 4.6249 -2.7133 0.227 -0.965 0.123
C 4.4297 -2.7817 -15.9077 -0.049 0.200 -1.024
H 3.5172 -2.7076 -15.3161 -0.180 -0.227 0.168
H -9.8611 4.2896 7.6399 -0.599 0.232 0.149
C -0.0926 0.8534 8.6609 0.049 -0.272 0.534
N -2.9768 7.7332 0.1336 -0.051 0.218 0.529
H -6.4020 -8.9634 -7.6097 0.761 0.192 -0.278
O 10.0762 5.5278 -1.5229 -1.374 -1.887 -2.889
C -3.7225 1.5696 1.9594 -0.509 0.139 0.953
H -5.6570 -10.5078 -7.0268 -0.017 0.245 0.449
H -8.5035 5.6562 5.2726 0.291 0.579 0.311
C -7.9373 8.9609 10.2419 -1.948 0.097 -0.434
H 9.9617 4.1386 -3.7282 -0.293 0.098 -0.280
O -11.9774 -0.9018 -5.6251 0.304 -0.899 -0.909
H -4.0886 8.8626 -1.9791 -0.643 -0.528 0.396
H -1.7373 -5.8758 4.8925 -0.093 -0.491 0.242
H -3.5692 2.3567 2.6976 -0.017 0.425 -0.195
C -3.6380 -9.2241 -3.3832 0.037 0.192 -1.122
H 0.4180 1.3738 -1.1388 -0.088 -0.091 0.085
H 10.5371 1.9069 9.0426 0.077 -0.253 0.603
H -11.4037 3.7390 -1.4437 0.286 0.150 -0.134
C -11.0468 1.7946 -2.3609 1.513 0.880 0.072
H -6.9370 9.3177 10.4871 -0.036 -0.108 -0.091
C -0.7480 -8.2582 9.1422 0.226 -0.233 -0.894
C -1.8295 0.8245 0.6871 1.287 1.583 -1.912
H 1.5199 -10.2062 -8.3971 -0.587 -0.275 0.371
H 9.1641 2.9180 7.2873 0.239 -0.136 0.582
H -0.2370 -5.1383 5.2780 0.655 -0.353 0.620
H 0.9532 -6.7017 10.0443 0.411 0.572 0.631
C 10.7796 5.8636 -0.4198 0.376 0.215 1.421
H -1.4042 -8.6433 8.3617 -0.426 -0.039 0.296
C 9.1290 3.8481 -3.0877 -1.329 1.624 2.252
O 5.8967 -0.3937 -9.8564 0.125 -0.842 -1.062
C 6.4686 -0.6388 -11.1614 2.877 -0.518 1.156
H 14.2530 2.5771 11.5069 -0.489 0.275 0.139
H -7.3160 -9.8560 -6.5532 -0.076 -1.019 -0.033
O -2.3340 8.7011 -2.8315 2.342 -1.033 0.293
N 7.2831 -2.3742 -12.8555 0.226 -0.142 -0.230
C 5.7089 -3.8359 -14.2172 -0.474 1.261 1.187
H -4.0121 -7.1077 -5.4310 0.297 -0.011 0.238
H -0.3198 3.1177 6.9690 0.034 0.136 -0.188
H 8.3092 2.4720 -4.1789 0.386 -0.354 -0.785
H 2.6573 -7.1605 -8.8289 0.051 -0.372 -0.459
H 0.7577 1.7845 2.2470 0.789 0.000 0.134
C -11.1027 3.3487 -2.4158 1.249 -0.763 -0.426
H 11.7581 5.3838 -0.4407 0.194 -0.135 0.554
H 0.0484 3.5648 12.3254 -0.476 0.446 -0.170
H 8.7048 1.2138 6.9717 0.568 -0.296 0.230
C -0.0819 2.3783 8.8866 1.101 -0.265 -1.340
H 4.8178 -3.5799 -13.6441 0.063 -0.819 1.278
H 5.9556 -0.0037 -11.8836 -0.117 -0.603 -0.435
H -1.2361 -7.4670 9.7114 -0.274 -0.209 0.154
H 0.8750 0.4358 8.3827 0.352 0.244 0.587
H -6.8714 -7.1269 -6.0526 0.684 -0.044 -0.721
C 7.8309 4.7372 -3.3216 1.675 1.309 -0.668
H -3.3827 10.3183 -1.9465 1.027 0.835 -0.612
H -11.6768 1.4429 -1.5439 -0.460 -0.189 -0.091
O 5.5278 -1.5700 -0.2016 -4.245 1.541 -1.206
H -4.4792 0.9289 2.4124 -0.177 -0.157 -0.176
H 4.8975 -1.2604 0.4530 -0.389 0.220 -0.520
H -4.1325 1.9819 1.0375 0.354 -0.054 -0.235
H -8.4721 4.0568 -4.4114 -0.006 0.629 0.667
N -4.3831 -6.3304 -4.9036 -3.170 0.189 0.769
H 1.6747 -8.0976 9.9922 0.034 -0.411 -0.245
H -1.0537 9.4600 0.9128 0.374 0.055 -0.178
N 0.4597 1.0486 1.6227 0.369 0.993 0.027
O 1.3998 -6.1920 -7.5657 -1.152 -2.027 -0.311
H 7.4799 -0.2525 -11.0345 0.063 0.502 -0.333
H 0.1311 0.3667 2.2914 -0.812 -0.266 -0.338
H -0.6522 -5.7199 8.4816 -0.584 0.088 0.080
H 1.5068 -9.8774 -10.0495 0.055 0.575 -0.268
H 13.5091 2.0530 8.9698 -0.005 -0.392 -0.124
H -2.0859 -6.5487 -2.5178 0.100 -0.119 0.538
H 11.8813 1.3788 11.3335 -0.069 0.245 0.117
H 1.8904 2.4449 9.5089 0.290 0.059 -0.036
C 1.8865 -7.4759 -8.1257 -0.290 1.531 -0.455
H 7.9996 2.2101 -2.7368 0.036 -0.068 0.906
H 5.5436 -4.8376 -14.6138 0.281 -0.030 -0.551
C -0.5593 1.7554 0.7858 -0.549 -1.986 0.947
H -0.1824 -6.6796 -9.7065 0.141 0.792 -0.285
C -6.4826 -7.6866 -5.2019 -0.755 -0.026 -0.384
H -7.4279 -7.9292 -4.7165 0.008 -0.387 0.532
H 11.5069 0.4641 8.5467 -0.314 -0.140 -0.198
C -10.6164 -0.8563 -5.1804 -2.272 1.112 2.166
H 7.1695 -4.5516 -12.7368 0.122 0.246 0.162
H 7.7693 -3.8960 -14.2857 0.687 0.172 0.391
H 1.1344 3.9125 9.9564 -0.628 0.393 0.584
C -9.4819 4.2505 6.6187 0.034 0.456 -0.197
H -0.5182 8.6882 -0.6357 -0.187 -0.422 0.268
C 2.2691 -5.5643 -6.6827 1.345 -0.726 -0.036
C -3.5573 -5.8571 -3.8390 1.386 -0.233 -0.435
C 11.6719 2.2670 7.3230 -0.252 -1.167 0.507
C -3.0887 9.2740 -1.8410 -2.588 0.061 0.314
O 0.8345 2.1522 11.1111 0.483 -0.713 1.511
H -0.8702 2.6341 1.3509 -0.336 0.226 -0.175
H -11.2877 -0.9958 -3.1311 -0.458 0.116 0.112
H 2.8744 -6.3008 -6.1543 0.122 -0.292 0.207
H 10.9198 6.9435 -0.3728 0.038 0.058 -0.300
H 4.4447 -3.6546 -16.5603 -0.483 -0.310 0.007
H -4.5019 -9.7658 -2.9979 0.090 0.187 0.190
C -7.6075 7.5151 6.9818 1.421 -0.900 1.930
O 5.5813 -2.7583 -15.1560 2.232 -0.323 0.277
H 7.5827 4.7806 -4.3821 -0.303 -0.612 -0.110
H -2.9640 -5.0388 -4.2471 1.222 -0.446 -0.144
H -11.8783 3.5543 -3.1535 0.173 0.769 -0.297
C 6.7665 -2.1722 -11.5038 -1.923 0.994 -0.320
H -2.7774 -9.8914 -3.4302 0.244 -0.071 0.313
C 4.5404 -0.1899 -10.0447 -1.743 0.684 0.920
C 0.7026 -8.1803 -8.8011 0.059 -1.301 -0.733
H -1.1069 2.6020 9.1823 -0.108 0.765 -0.148
C 0.4402 -7.5988 8.4276 -0.958 -0.627 0.231
H -5.6017 -7.3249 -3.3412 0.974 -0.296 0.178
H -0.4515 -9.0703 9.8060 0.023 -0.020 -0.038
H -10.1841 3.8161 -4.7415 -0.102 0.182 -0.269
H -0.1253 -8.1005 -8.0967 0.035 -0.238 0.415
H 0.9611 2.8002 -0.2590 0.035 0.012 -0.102
H 2.3895 -8.1139 -7.3991 -0.340 0.080 0.511
O -9.7722 3.9618 -2.7524 -1.980 -0.790 0.918
C 7.1020 -3.7227 -13.4414 -2.226 0.657 -1.311
N 12.6434 1.9907 9.4863 -0.643 -1.083 1.977
H 8.7844 4.0261 -0.9325 -0.339 0.032 0.131
H -10.2753 -1.8849 -5.0634 0.652 0.038 -0.373
O -5.8035 -8.9410 -5.5790 0.477 0.996 -0.254
H -8.7837 6.4433 8.1131 -0.175 -0.319 0.470
H -3.2232 9.8323 0.1620 -0.412 -0.308 0.168
C -10.7292 -0.2575 -3.7067 0.174 0.191 -1.654
H -0.5094 0.3913 9.5558 0.413 -0.275 0.197
O -0.9589 -6.7064 6.6459 -0.293 -0.061 -1.344
H 4.3525 0.6944 -10.6537 -0.001 -0.194 -0.770
C -5.6643 -6.7492 -4.2647 -0.033 -1.907 -1.211
H -9.7245 -0.2981 -3.2860 0.113 0.477 0.058
C 11.4950 1.5474 8.6667 1.837 1.072 -0.443
O 10.7340 1.8017 6.4018 -1.781 -0.146 -0.564
H 12.6153 1.9936 6.8504 0.237 0.162 0.217
H 10.3295 3.3681 -1.2570 0.741 0.314 -0.291
N -8.1022 6.1701 7.4195 -0.350 0.770 -3.057
H -6.2921 8.8226 8.1282 0.392 0.190 -0.199
H -0.7060 0.4370 7.8619 -0.523 0.882 -0.289
H 0.6397 -5.7493 7.3141 0.443 0.212 0.287
H -8.3563 8.2484 6.6824 -0.360 -0.293 -0.303
H 15.0809 -0.6558 12.2800 -0.455 -1.143 -0.010
H -1.5538 -0.1697 0.3355 0.305 -0.381 0.679
C -8.9422 5.7030 6.2694 -2.040 -2.654 1.785
H -8.6618 3.5457 6.7559 0.253 -0.240 -0.751
H 2.9894 -5.0099 -7.2844 0.056 0.740 0.353
O -8.1628 8.7293 8.8335 -0.310 0.496 2.405
C 9.3280 2.0485 6.6509 0.679 1.199 -0.818
O -3.3931 -8.0624 -2.6339 -0.672 -0.400 1.032
H -0.5305 -8.0473 -10.3401 -0.129 -0.298 -0.555
H -1.9928 -7.3340 -3.9918 -0.238 -0.521 -0.505
H -0.1375 1.9592 12.8822 -0.007 -0.346 -0.225
N 1.4756 -7.2935 9.4143 -0.318 1.335 -0.268
H 0.8223 3.9066 7.8460 -0.114 0.283 -0.212
C 6.5655 -2.0403 0.4770 3.393 -0.694 0.171
C -9.3836 3.5909 -4.0370 -0.080 -0.512 -1.427
C -7.0646 8.0726 8.2981 0.901 1.056 -1.473
H 8.9202 2.4179 5.7100 -0.029 -0.370 -0.280
H -3.9668 7.5428 0.1950 -0.027 -0.034 -0.162
H 3.9933 0.1053 -9.1494 0.667 -0.154 0.747
H 7.4588 -2.6104 -10.7849 -0.310 0.164 0.193
H -0.6166 2.8266 -1.0572 0.046 0.039 -0.200
H -6.8484 7.4384 6.2033 -0.017 -0.257 0.065
H -6.6183 7.3630 8.9948 -0.290 -0.566 -0.212
H -6.2120 -5.8931 -3.8707 -0.375 0.305 -0.925
C -1.1090 -5.6013 5.7398 -1.447 -0.158 0.496
N -11.2536 1.1482 -3.6774 0.434 -0.542 1.246
H -12.2588 1.2053 -3.7570 -0.166 -0.703 -0.793
O -2.5428 0.8321 1.8631 0.139 -0.946 0.403
H -3.8617 -8.9315 -4.4091 -0.152 -0.349 -0.009
C 0.9688 2.8353 9.9407 -0.030 -1.629 -2.192
C 0.0866 2.1995 -0.5092 -0.304 0.045 0.097
C -2.8492 8.9031 -4.1183 -0.704 0.313 0.922
H -3.8730 8.5294 -4.1062 -0.455 0.240 -0.277
C -0.1753 -6.3444 7.7262 2.756 -0.271 0.305
H 3.9726 -1.0679 -10.3527 0.219 -0.158 -0.675
H -1.6733 -4.8702 6.3188 0.099 0.603 -0.286
H -4.0623 -5.2215 -3.1116 -0.863 -0.832 0.351
C 15.1778 -0.4704 11.2102 1.055 0.398 0.492
H 13.8901 1.3321 12.6751 -0.531 -0.323 0.224
H 10.1643 5.6143 0.4447 0.451 -0.256 0.694
H -9.8861 6.2416 6.3539 0.064 0.653 -1.085
H 4.4857 -1.9179 -16.5703 -0.157 0.103 0.056
H -13.0809 -1.4415 -7.2302 0.172 0.304 -0.465
C -2.6933 9.0590 -0.3941 1.527 -0.318 -0.485
H 12.7715 0.0919 10.6769 -0.041 -0.215 -0.777
H 6.8577 -2.9538 -0.0410 0.212 -0.645 0.830
H -11.4556 -0.6052 -7.5091 -0.056 -0.696 -1.050
H 7.3831 -1.3568 0.2479 0.716 0.056 0.727
N 0.4370 2.9990 7.6272 -0.835 -0.253 0.707
O 15.1556 0.9310 11.1595 1.423 -0.410 -1.619
C -12.0140 -1.3979 -7.0113 -0.700 0.981 2.474
H -9.9498 1.8359 6.3102 -0.108 0.124 0.775
C -10.8323 2.4015 6.0114 -0.182 0.182 -1.197
H -11.6516 -2.4256 -7.0350 0.551 0.165 -0.356
O -10.5146 3.7571 5.6976 1.628 0.255 1.078
H -2.4059 1.1712 -0.1706 -0.521 0.420 0.015
H 16.1797 -0.7720 10.9047 0.046 0.019 0.068
N 8.8027 2.4563 -3.2977 -0.113 -0.443 -0.302
H 0.8937 -8.2651 7.6938 -0.252 0.066 -0.266
H 11.6507 3.3410 7.5076 -0.169 0.242 -0.180
H 1.7795 -5.0094 -5.8824 -0.320 0.345 -0.560
H -8.7151 9.6506 10.5695 0.362 0.698 -0.244
C -2.7329 -7.0280 -3.2524 1.503 2.432 0.262
H -9.1945 2.5288 -4.1934 -0.106 -0.303 0.496
H 6.3919 -2.1003 1.5514 0.302 -0.465 -0.007
H -11.7210 2.3520 6.6405 0.391 -0.141 0.620
C 9.6327 4.1287 -1.6093 -0.756 0.900 -0.735
C 12.7844 1.1789 10.7569 -0.502 1.109 -0.103
N 0.2758 -7.5080 -10.0586 0.033 -0.004 1.022
C -6.2688 -9.6434 -6.7684 -1.420 1.925 1.161
H -1.1684 2.4616 11.5235 -0.141 0.239 0.033
H -0.0303 -10.2381 -9.3865 -0.100 0.096 0.570
H -10.0790 -0.1952 -5.8603 0.582 -0.228 0.118
H 8.0688 5.7887 -3.1606 0.382 0.160 0.282
H -2.3412 8.3241 -4.8895 0.520 0.400 0.297
H -8.2758 8.0970 10.8140 0.865 -0.623 0.007
H 14.4965 -0.9766 10.5263 -0.373 0.011 0.369
H 5.7558 -2.5763 -11.4467 -0.091 -0.915 0.502
H -2.8219 9.9907 -4.1853 -0.242 0.076 -1.270
C 0.9027 -9.7242 -9.1553 1.015 1.379 0.217
H -0.9674 10.3182 -0.6897 -0.049 0.356 0.380
H 6.7438 -1.7669 -13.4559 0.187 0.248 -0.331
H -11.1158 1.8812 5.0965 -0.183 0.314 -0.351
C 14.0021 1.5212 11.6075 -0.510 1.340 -0.409
H -10.0306 1.6130 -2.0110 0.187 -0.368 -0.082
C -1.2038 9.3926 -0.1647 -0.441 0.032 -0.444
```
Forces are in eV/Å.